(1)
Entry from the OMol25 dataset: a 2-piece molecular cluster, C4H11BrNO overall (ωB97M-V with the def2-TZVPD basis set).

Cartesian coordinates (Å):
C 2.0754 0.3401 -1.2678
C 1.9947 -0.5155 1.1392
C -2.1708 0.7023 0.0238
C 1.2002 0.1762 -0.0171
N -2.8512 -0.4048 0.7733
O -2.8666 0.9317 -1.0386
Br -0.0404 -1.2359 -0.4930
H 3.0210 0.8105 -1.0359
H 2.2639 -0.5929 -1.7153
H 1.6077 1.1748 -1.9267
H 1.3615 -0.9357 2.1042
H 2.5023 -1.3187 0.5235
H 2.7492 0.1909 1.6157
H 0.5336 1.0409 0.2326
H -2.6908 -1.1756 0.1569
H -2.3092 -0.5701 1.7209
H -3.8952 -0.3207 0.8458
H -2.4853 1.7026 -1.6416

Forces on atoms 1 to 2 (eV/Å):
C -1.2 3.6 0.2
C -0.2 0.2 1.3

Calculated values
- energy above the lowest of the compared OMol25 structures with the same formula, charge and spin (kcal/mol) = 78.7
- total charge = +1
- Kohn-Sham gap (eV) = 9.24
- LUMO level (eV) = -4.401
- spin multiplicity = 1


(2)
Entry from the OMol25 dataset: a 2-piece molecular cluster, C4H11ClN overall (ωB97M-V with the def2-TZVPD basis set).

Cartesian coordinates (Å):
C 1.0788 2.0959 1.0000
C -1.8098 -2.1920 -0.0943
C 0.1661 1.3810 0.0127
C -0.4074 -1.9500 0.4020
N 0.8182 0.8617 -1.1924
Cl 1.0591 -2.0485 -0.4308
H 0.6293 2.0271 1.9391
H 2.0005 1.6496 1.0606
H 1.2245 3.2582 0.7716
H -2.4615 -1.6245 0.6069
H -2.1839 -3.1600 -0.2021
H -1.8717 -1.7736 -1.1342
H -0.7808 0.8875 0.0772
H -0.2481 -1.8542 1.4331
H 1.5355 1.6529 -1.3849
H 0.0458 0.9430 -1.8995
H 1.2054 -0.1541 -0.9650

Forces on atoms 1 to 2 (eV/Å):
C -2.7 2.5 -2.2
C 1.2 3.0 -0.9

Calculated values
- energy above the lowest of the compared OMol25 structures with the same formula, charge and spin (kcal/mol) = 80.6
- total charge = +1
- Kohn-Sham gap (spin up / spin down) (eV) = 9.58 / 7.60
- LUMO level (spin up / spin down) (eV) = -3.877 / -4.574
- spin multiplicity = 1


(3)
Entry from the OMol25 dataset: a 2-piece molecular cluster, C4H11ClN3 overall (ωB97M-V with the def2-TZVPD basis set).

Cartesian coordinates (Å):
C -1.0668 -0.3329 -0.8580
C 2.4818 -1.0004 -0.1184
C -3.0803 0.2146 0.1344
C 1.0666 -0.6858 0.2249
N 0.5966 -0.4254 1.4056
N 0.2946 -0.5347 -0.8252
N -1.6785 0.0892 0.1660
Cl 0.8246 2.6559 -0.6565
H -1.5729 -0.3797 -1.8126
H 2.6572 -1.9075 0.3098
H 2.5932 -1.0937 -1.2074
H 2.9506 -0.2938 0.5171
H -3.3113 1.2107 0.3557
H -3.4114 -0.3914 1.0444
H -3.2609 -0.0857 -0.9048
H -0.4041 -0.2691 1.4230
H 1.0495 -0.8895 2.1716
H 0.7141 -0.6096 -1.8131
H -0.1504 1.8988 -0.1230

Forces on atoms 1 to 2 (eV/Å):
C -1.3 1.4 1.0
C -2.1 1.1 -0.1

Calculated values
- energy above the lowest of the compared OMol25 structures with the same formula, charge and spin (kcal/mol) = 2.4
- total charge = +1
- Kohn-Sham gap (eV) = 10.70
- LUMO level (eV) = -3.917
- spin multiplicity = 1


(4)
Entry from the OMol25 dataset: C4H11CsNO as an isolated structure (ωB97M-V with the def2-TZVPD basis set).

Cartesian coordinates (Å):
Cs -5.1296 -2.4603 -1.7079
C 0.5635 1.6209 1.0127
C -0.0566 0.7869 -0.1705
C -0.3928 -0.6874 0.1744
O 0.7421 -1.4859 0.7685
C 1.7017 -1.7670 -0.2704
N -1.3490 1.4034 -0.5243
H 1.6003 1.3192 1.1612
H 0.1686 1.4605 2.0159
H 0.6108 2.6877 0.7940
H 0.5672 0.7065 -1.0607
H -0.8784 -1.2497 -0.6232
H -1.0007 -0.7150 1.0787
H 1.2034 -2.2072 -1.1341
H 2.5314 -2.4515 -0.0940
H 1.9740 -0.8488 -0.7908
H -1.7385 1.6290 0.3798
H -1.1177 2.2586 -1.0094

Forces on atoms 1 to 2 (eV/Å):
Cs 0.1 0.1 0.0
C 1.4 -1.2 -0.8

Calculated values
- energy above the lowest of the compared OMol25 structures with the same formula, charge and spin (kcal/mol) = 38.7
- total charge = +1
- Kohn-Sham gap (eV) = 7.84
- LUMO level (eV) = -4.034
- spin multiplicity = 1


(5)
Entry from the OMol25 dataset: C4H11GaO3 as an isolated structure (ωB97M-V with the def2-TZVPD basis set).

Cartesian coordinates (Å):
O 1.5010 -0.2317 1.4424
C 2.2626 0.6394 0.5994
C 1.6874 0.5122 -0.7916
O 0.2633 0.5684 -0.6793
C -0.4197 0.6167 -1.9304
Ga -0.3412 -0.2223 0.9033
H 3.3194 0.3441 0.5951
H 2.1669 1.6684 0.9678
H 1.9656 -0.4495 -1.2470
H 2.0451 1.3358 -1.4258
H -1.4911 0.6861 -1.7218
H -0.0853 1.4976 -2.4954
H -0.2166 -0.2961 -2.5056
O -1.5868 -1.2596 1.0103
H 1.9761 -0.7686 2.1101
C -2.9521 -1.1765 1.2360
H -3.5122 -1.9599 0.6915
H -3.1942 -1.3004 2.3101
H -3.3881 -0.2043 0.9308

Forces on atoms 1 to 2 (eV/Å):
O -1.2 -0.8 0.7
C 1.2 1.2 -0.8

Calculated values
- energy above the lowest of the compared OMol25 structures with the same formula, charge and spin (kcal/mol) = 0.0
- total charge = +2
- Kohn-Sham gap (eV) = 8.97
- LUMO level (eV) = -10.260
- spin multiplicity = 1


(6)
Entry from the OMol25 dataset: an isolated ion of composition C4H11IN and charge +1 (ωB97M-V with the def2-TZVPD basis set).

Cartesian coordinates (Å):
C -0.0939 -0.7716 1.6184
C -0.3556 -0.5676 -1.3784
C 1.0347 1.1635 -0.4014
C -0.9687 0.1610 0.7931
N -0.3574 0.6399 -0.4664
I -1.6935 2.0898 1.8861
H 0.8669 -0.9681 1.0356
H -0.5133 -1.7933 1.6532
H 0.0025 -0.4645 2.6381
H 0.1190 -1.3890 -0.7937
H -1.2689 -1.0499 -1.7421
H 0.4593 -0.4365 -2.0324
H 1.7005 0.3743 -0.1024
H 1.2928 1.5037 -1.3993
H 1.0864 1.9834 0.2820
H -1.8980 -0.4405 0.5587
H -0.9579 1.3886 -0.9429

Forces on atoms 1 to 2 (eV/Å):
C 1.0 -1.1 -1.6
C 1.4 -1.9 1.4

Calculated values
- energy above the lowest of the compared OMol25 structures with the same formula, charge and spin (kcal/mol) = 23.3
- SMILES = C[C@@H](I)[NH+](C)C
- total charge = +1
- Kohn-Sham gap (eV) = 9.46
- LUMO level (eV) = -4.235
- spin multiplicity = 1


(7)
Entry from the OMol25 dataset: a 2-piece molecular cluster, C4H11INO overall (ωB97M-V with the def2-TZVPD basis set).

Cartesian coordinates (Å):
C -0.7855 0.7598 1.5336
C -0.3269 -1.1953 -0.0864
C -0.8792 0.2632 0.1403
C 1.9616 -2.1302 -2.2985
N 0.1133 1.1451 -0.5383
O 2.4792 -3.1216 -2.8823
I 2.0803 -0.1647 -3.2510
H -1.4573 0.1176 2.1518
H 0.2021 0.6492 2.1121
H -1.0885 1.8264 1.6183
H -0.9991 -1.9063 0.3193
H 0.6884 -1.1242 0.3248
H -0.2938 -1.5404 -1.1566
H -1.8182 0.4787 -0.2783
H -0.4192 1.9140 -0.9397
H 0.7366 1.5495 0.1980
H 0.6620 0.6197 -1.2739
H 2.7134 -3.1709 -3.8151

Forces on atoms 1 to 2 (eV/Å):
C -0.6 -0.7 3.2
C -0.4 1.7 -1.1

Calculated values
- energy above the lowest of the compared OMol25 structures with the same formula, charge and spin (kcal/mol) = 63.6
- total charge = +1
- Kohn-Sham gap (eV) = 8.94
- LUMO level (eV) = -3.454
- spin multiplicity = 1


(8)
Entry from the OMol25 dataset: a 2-piece molecular cluster, C4H11N2 overall (ωB97M-V with the def2-TZVPD basis set).

Cartesian coordinates (Å):
C 2.7748 -0.5978 -0.3299
C 0.8111 -2.0280 -0.2950
N 1.3435 -0.8805 -0.2166
H 3.1210 -0.1953 0.6194
H 2.9171 0.1319 -1.1232
H 3.3058 -1.5161 -0.5609
H 1.4364 -2.8945 -0.4761
H -0.2567 -2.1357 -0.1890
H 0.6802 -0.1019 -0.0559
C -1.5834 0.0263 -0.1845
C -1.7099 1.3602 -0.0957
N -1.8689 2.0958 1.0548
H -1.7185 -0.5989 0.6931
H -1.3766 -0.4584 -1.1263
H -1.6794 1.9694 -0.9925
H -2.2495 1.5886 1.8420
H -2.3415 2.9798 0.9203

Forces on atoms 1 to 2 (eV/Å):
C 0.0 0.0 0.0
C 0.4 -0.2 -0.1

Calculated values
- energy above the lowest of the compared OMol25 structures with the same formula, charge and spin (kcal/mol) = 48.3
- total charge = +1
- Kohn-Sham gap (eV) = 7.52
- LUMO level (eV) = -4.738
- spin multiplicity = 1


(9)
Entry from the OMol25 dataset: a 2-piece molecular cluster, C4H11N2 overall (ωB97M-V with the def2-TZVPD basis set).

Cartesian coordinates (Å):
C -2.8956 0.4281 0.0971
C -1.6651 0.0123 0.9401
C -0.4288 -0.1491 -0.0398
C 0.0844 -1.3917 -0.2085
N 1.3580 -1.8483 -0.8033
N 3.3998 1.8818 -0.2216
H -2.7051 1.1577 -0.6776
H -3.7358 0.5949 0.7839
H -3.2475 -0.3891 -0.5228
H -1.4021 0.8600 1.5834
H -1.9764 -0.9501 1.4840
H -0.5674 -2.2421 -0.0727
H 1.3461 -2.3168 -1.7227
H 2.0497 -1.1163 -0.6320
H 2.5306 1.4084 0.0648
H 4.2244 1.2769 -0.2301
H 3.6308 2.7835 0.1776

Forces on atoms 1 to 2 (eV/Å):
C -0.1 -0.8 -0.4
C 0.7 0.7 -1.0

Calculated values
- energy above the lowest of the compared OMol25 structures with the same formula, charge and spin (kcal/mol) = 163.3
- total charge = +1
- Kohn-Sham gap (eV) = 4.26
- LUMO level (eV) = -8.503
- spin multiplicity = 1


(10)
Entry from the OMol25 dataset: a 2-piece molecular cluster, C4H11N2 overall (ωB97M-V with the def2-TZVPD basis set).

Cartesian coordinates (Å):
C -1.2294 0.4367 1.0750
N -1.9376 -0.6511 1.1117
H -1.6309 1.2853 0.5451
H -0.4407 0.5724 1.7849
H -1.6093 -1.4705 1.6021
H -2.6906 -0.7889 0.4581
C -0.3471 -0.5496 -1.6564
C 0.3581 0.3403 -0.6712
C 1.5365 -0.0196 -0.1031
N 2.3892 0.7853 0.5582
H 0.2835 -1.3751 -1.9715
H -1.2749 -0.9914 -1.2756
H -0.6194 0.0085 -2.5462
H 0.0736 1.3814 -0.6312
H 1.8871 -1.0432 -0.2062
H 3.1374 0.3706 1.0953
H 2.1145 1.7089 0.8310

Forces on atoms 1 to 2 (eV/Å):
C 0.3 -0.1 -0.3
N 0.1 -0.2 -0.2

Calculated values
- energy above the lowest of the compared OMol25 structures with the same formula, charge and spin (kcal/mol) = 47.4
- total charge = +1
- Kohn-Sham gap (eV) = 8.08
- LUMO level (eV) = -4.391
- spin multiplicity = 1


(11)
Entry from the OMol25 dataset: an isolated ion of composition C4H11N2 and charge +1 (ωB97M-V with the def2-TZVPD basis set).

Cartesian coordinates (Å):
C 2.0174 0.3920 -0.5982
C -2.3231 0.3605 0.4923
C -1.0581 -0.3518 0.9307
C -0.2220 -0.4699 -0.5606
N 3.3224 0.5468 -0.4425
N 1.2529 -0.6046 -0.3533
H 1.3541 1.1647 -0.8904
H -2.0457 1.4368 0.5579
H -2.5448 0.1269 -0.5267
H -3.1165 0.1310 1.1698
H -1.3071 -1.3951 1.2783
H -0.5303 0.1688 1.6734
H -0.6297 -1.2470 -1.1526
H -0.5092 0.5706 -1.0523
H 3.4950 1.4952 -0.7171
H 4.0191 -0.1832 -0.4327
H 1.4570 -1.5429 0.1204

Forces on atoms 1 to 2 (eV/Å):
C 0.3 -1.1 0.8
C 1.3 1.3 1.0

Calculated values
- energy above the lowest of the compared OMol25 structures with the same formula, charge and spin (kcal/mol) = 39.8
- SMILES = CCC/[NH+]=C/N
- total charge = +1
- Kohn-Sham gap (eV) = 11.28
- LUMO level (eV) = -3.422
- spin multiplicity = 1


(12)
Entry from the OMol25 dataset: an isolated ion of composition C4H11N2 and charge +1 (ωB97M-V with the def2-TZVPD basis set).

Cartesian coordinates (Å):
C -1.4871 1.5243 -0.1113
C -0.4531 0.9970 -0.7443
C 1.5643 -1.9286 0.6744
C -0.1401 -0.4843 -0.6615
N -2.0335 2.8430 -0.1951
N 0.9618 -0.6065 0.3504
H -2.2380 0.7525 0.0658
H -2.8241 2.9578 0.4253
H 0.3799 1.5472 -1.1215
H 2.3361 -2.1549 1.4232
H 0.8109 -2.6266 0.9284
H 2.0011 -2.2575 -0.3272
H 0.4438 -0.8351 -1.5467
H -1.0343 -0.9931 -0.5027
H -1.4352 3.5713 -0.5309
H 0.6733 -0.2991 1.3777
H 1.7019 0.1064 0.0419

Forces on atoms 1 to 2 (eV/Å):
C -2.9 1.6 -1.8
C 2.0 -1.0 0.2

Calculated values
- energy above the lowest of the compared OMol25 structures with the same formula, charge and spin (kcal/mol) = 59.5
- SMILES = C[NH2+]C/C=C/N
- total charge = +1
- Kohn-Sham gap (eV) = 9.25
- LUMO level (eV) = -3.316
- spin multiplicity = 1